(1)
C40H30AsF22O7S | the ωB97M-V functional and the def2-TZVPD basis

Geometry as XYZ:
```
101
Properties=species:S:1:pos:R:3:lowdin_charge:R:1
As 0.342 1.965 2.595 0.93
F 1.080 2.810 4.065 -0.34
F -1.129 1.412 3.547 -0.32
F -0.144 1.119 1.101 -0.31
F 1.779 2.323 1.612 -0.32
F 1.226 0.462 3.110 -0.33
F -0.388 3.533 2.093 -0.31
C 1.123 5.732 -2.469 -0.10
C 2.286 6.647 -2.332 -0.40
C 2.252 7.346 -0.902 -0.35
F 1.071 7.861 -0.761 0.13
F 2.327 6.474 0.100 0.11
F 3.493 5.938 -2.488 0.07
F 2.239 7.571 -3.301 0.13
O 0.949 5.206 -3.766 0.02
C 0.793 3.749 -3.785 -0.51
C 2.151 2.994 -3.498 -0.28
F 2.259 1.730 -3.894 0.13
F 3.140 3.712 -4.124 0.07
F -0.241 3.491 -3.034 0.19
F 0.446 3.359 -5.013 0.15
H 0.201 6.273 -2.256 0.15
H 1.144 4.896 -1.771 0.15
H 3.101 7.999 -0.700 0.17
H 2.352 3.131 -2.435 0.16
C -3.641 3.185 10.270 -0.08
C -4.667 2.476 9.351 -0.45
C -4.102 1.660 8.208 -0.39
F -3.057 0.904 8.499 0.12
F -4.934 0.951 7.508 0.15
F -5.451 1.740 10.169 0.12
F -5.408 3.487 8.881 0.13
O -2.771 3.955 9.478 0.00
C -1.388 4.030 9.914 -0.47
C -0.714 5.039 8.871 -0.30
F -1.551 6.099 8.679 0.08
F 0.435 5.572 9.197 0.13
F -1.302 4.579 11.146 0.15
F -0.905 2.801 9.852 0.17
H -3.186 2.433 10.915 0.14
H -4.211 3.824 10.944 0.14
H -3.628 2.296 7.460 0.17
H -0.607 4.523 7.918 0.17
C 9.395 5.241 2.291 -0.26
S 7.628 5.920 2.460 0.82
O 7.352 6.952 1.410 -0.57
C 6.899 4.308 1.947 -0.25
H 10.032 5.956 2.813 0.03
H 9.787 4.954 1.315 0.05
H 9.520 4.411 2.987 0.03
H 5.844 4.393 2.205 0.05
H 7.489 3.439 2.239 0.05
H 6.952 4.495 0.875 0.04
C -11.461 -6.207 -3.231 -0.06
C -10.509 -6.984 -3.861 -0.08
C -9.206 -7.024 -3.359 0.00
C -8.818 -6.057 -2.407 -0.07
C -9.756 -5.105 -1.912 -0.08
C -11.130 -5.222 -2.220 0.02
C -9.321 -4.032 -0.938 -0.24
O -10.140 -3.204 -0.524 0.08
C -7.796 -3.804 -0.854 -0.05
C -7.285 -2.574 -0.256 0.02
C -5.921 -2.341 -0.021 -0.07
C -5.052 -3.206 -0.609 -0.05
C -5.501 -4.409 -1.275 0.03
C -6.866 -4.675 -1.401 -0.13
C -7.360 -5.871 -2.121 -0.26
O -6.547 -6.758 -2.459 0.07
H -12.505 -6.189 -3.507 0.10
H -10.736 -7.795 -4.536 0.10
H -8.536 -7.757 -3.783 0.12
H -11.887 -4.558 -1.830 0.11
H -7.880 -1.863 0.298 0.11
H -5.619 -1.505 0.591 0.11
H -3.987 -3.026 -0.590 0.11
H -4.756 -4.979 -1.810 0.11
C 3.941 -3.232 -1.678 -0.08
C 5.167 -2.773 -1.431 -0.07
C 6.137 -2.889 -2.428 0.00
C 5.862 -3.520 -3.641 -0.08
C 4.571 -4.094 -3.857 -0.05
C 3.625 -3.933 -2.831 0.01
C 4.267 -4.760 -5.203 -0.27
O 3.162 -5.290 -5.376 0.09
C 5.345 -4.863 -6.158 -0.10
C 4.996 -5.299 -7.436 -0.01
C 5.985 -5.571 -8.360 -0.06
C 7.381 -5.395 -8.089 -0.03
C 7.656 -4.764 -6.846 -0.01
C 6.693 -4.507 -5.853 -0.06
C 7.036 -3.763 -4.572 -0.23
O 8.221 -3.377 -4.396 0.06
H 3.224 -3.017 -0.899 0.12
H 5.364 -2.378 -0.445 0.12
H 7.117 -2.499 -2.195 0.12
H 2.661 -4.419 -2.819 0.12
H 3.945 -5.489 -7.597 0.12
H 5.770 -6.070 -9.294 0.10
H 8.079 -5.635 -8.877 0.10
H 8.703 -4.671 -6.601 0.11
```

Energy relative to the best compared isomer or geometry (same formula, charge and spin) (eV): 5.912
Total energy (eV): -187759.835
Max |F| (hartree/bohr): 0.0799
E_LUMO (eV): 0.08
Net charge: -1
Kohn-Sham gap (Ha): 0.2818
HOMO (eV): -7.5875


(2)
C40H30BrHfN6O3 | the ωB97M-V functional and the def2-TZVPD basis

Geometry as XYZ:
```
81
Properties=species:S:1:pos:R:3:lowdin_charge:R:1
Hf 0.607 0.907 -0.445 1.62
C -2.016 4.580 -0.794 0.00
C -0.918 3.680 -0.464 -0.24
N -1.011 2.409 -0.640 -0.06
N -2.129 1.906 -1.285 0.10
C -2.112 0.578 -1.366 -0.38
O -1.052 -0.113 -0.986 -0.27
C -3.113 -0.190 -2.119 -0.17
C -4.238 0.456 -2.624 0.00
C -5.132 -0.309 -3.439 -0.06
C -4.813 -1.579 -3.774 -0.12
C -3.663 -2.198 -3.357 -0.05
C -2.795 -1.504 -2.477 0.01
C 0.408 4.127 0.038 -0.21
C 0.793 5.433 0.031 0.02
C 2.147 5.760 0.145 -0.02
C 3.052 4.750 0.300 -0.01
C 2.576 3.422 0.318 -0.07
N 1.287 3.105 0.105 0.02
H -2.008 5.440 -0.145 0.09
H -2.940 4.048 -0.769 0.08
H -1.798 4.975 -1.758 0.11
H -4.313 1.515 -2.459 0.10
H -6.167 0.102 -3.650 0.13
H -5.456 -2.195 -4.399 0.12
H -3.529 -3.238 -3.628 0.11
H -1.886 -1.938 -2.073 0.10
H -0.022 6.208 -0.051 0.14
H 2.514 6.762 0.286 0.12
H 4.134 4.822 0.295 0.13
H 3.296 2.664 0.238 0.11
Br 1.451 -1.909 -1.438 0.86
C 1.364 -1.348 -3.273 -0.55
C 1.485 -2.363 -4.213 -0.10
C 1.436 -2.023 -5.588 -0.04
C 1.299 -0.680 -5.973 0.00
C 1.322 0.310 -4.953 -0.15
C 1.407 1.709 -5.308 -0.02
C 1.658 2.652 -4.376 -0.09
C 1.676 2.345 -2.985 -0.11
C 1.396 1.030 -2.552 -0.23
C 1.284 0.025 -3.562 -0.25
H 1.543 -3.345 -3.824 0.08
H 1.609 -2.753 -6.292 0.08
H 1.560 -0.495 -6.966 0.10
H 1.401 2.010 -6.370 0.13
H 1.926 3.668 -4.670 0.11
H 1.877 3.205 -2.372 0.07
C -0.086 -5.397 1.185 -0.04
O -0.548 -5.364 2.560 -0.10
C 0.078 -4.558 3.502 -0.26
C 1.293 -3.935 3.452 -0.01
C 1.654 -3.025 4.425 -0.03
C 0.834 -2.870 5.512 -0.25
C -0.242 -3.769 5.734 -0.01
C -0.692 -4.462 4.677 -0.01
N 1.046 -1.835 6.504 0.09
N 1.343 -0.664 6.201 0.08
C 1.441 -0.253 4.822 -0.26
C 2.685 0.022 4.444 -0.04
C 2.977 0.301 3.063 0.04
C 1.954 0.305 2.123 -0.33
O 2.124 0.487 0.828 -0.27
C 0.595 0.138 2.610 -0.15
N -0.332 0.341 1.625 0.02
C -1.576 0.146 2.003 -0.10
C -1.986 -0.096 3.306 -0.02
C -1.076 -0.210 4.355 0.08
C 0.300 -0.102 3.939 -0.07
H -0.773 -6.028 0.660 0.08
H 0.930 -5.845 1.154 0.10
H -0.122 -4.370 0.844 0.08
H 1.923 -4.110 2.541 0.13
H 2.548 -2.413 4.338 0.12
H -0.783 -3.661 6.639 0.11
H -1.537 -5.107 4.723 0.12
H 3.451 -0.124 5.146 0.11
H 3.975 0.599 2.765 0.12
H -2.322 0.154 1.204 0.12
H -3.023 -0.244 3.471 0.10
H -1.454 -0.473 5.306 0.11
```

Energy relative to the best compared isomer or geometry (same formula, charge and spin) (eV): 0.582
Total energy (eV): -128394.473
Max |F| (hartree/bohr): 0.0708
E_LUMO (eV): -3.98
Net charge: +1
Kohn-Sham gap (Ha): 0.2204
HOMO (eV): -9.9736


(3)
C40H31F9N4O2PPtS | the ωB97M-V functional and the def2-TZVPD basis

Geometry as XYZ:
```
89
Properties=species:S:1:pos:R:3:lowdin_charge:R:1
Pt 0.335 -0.745 1.852 1.15
C -4.375 -2.485 4.107 0.02
N -3.027 -1.936 4.021 -0.10
C -2.276 -1.446 5.061 -0.03
C -1.116 -0.991 4.523 -0.09
N -1.159 -1.201 3.160 -0.10
C -2.323 -1.775 2.897 -0.12
H -4.590 -2.713 5.147 0.10
H -4.435 -3.402 3.525 0.10
H -5.103 -1.764 3.740 0.10
H -2.628 -1.464 6.077 0.13
H -0.267 -0.537 4.998 0.10
H -2.698 -2.036 1.923 0.14
F 1.957 5.192 -5.129 0.14
C 2.755 5.721 -4.179 -0.59
F 4.020 5.531 -4.588 0.15
F 2.529 7.039 -4.157 0.15
C 2.504 5.071 -2.846 -0.11
C 1.979 5.790 -1.784 0.01
C 1.747 5.150 -0.576 -0.08
C 2.009 3.790 -0.426 -0.38
C 2.548 3.084 -1.500 -0.07
C 2.801 3.723 -2.703 -0.01
P 1.618 3.055 1.206 1.13
C 2.287 1.351 0.970 -0.39
C 1.608 0.282 0.308 -0.24
C 2.227 -0.976 0.224 -0.07
C 3.490 -1.182 0.791 -0.11
C 4.146 -0.144 1.406 0.01
C 3.537 1.117 1.497 -0.08
C 4.095 -2.549 0.658 -0.58
F 5.230 -2.683 1.337 0.17
F 3.237 -3.497 1.085 0.14
F 4.354 -2.834 -0.638 0.14
C -0.189 2.768 1.048 -0.37
C -0.869 2.479 2.230 -0.10
C -2.215 2.150 2.215 -0.01
C -2.895 2.135 1.009 -0.12
C -2.256 2.512 -0.164 -0.01
C -0.907 2.826 -0.145 -0.06
C -4.319 1.669 0.932 -0.58
F -4.409 0.519 0.208 0.11
F -4.844 1.396 2.135 0.14
F -5.120 2.553 0.327 0.16
H 1.765 6.844 -1.895 0.13
H 1.356 5.719 0.260 0.11
H 2.784 2.033 -1.400 0.10
H 3.232 3.176 -3.533 0.12
H 0.766 0.498 -0.342 0.10
H 1.756 -1.761 -0.353 0.11
H 5.121 -0.306 1.845 0.13
H 4.050 1.909 2.030 0.12
H -0.331 2.492 3.171 0.11
H -2.725 1.893 3.133 0.12
H -2.815 2.558 -1.091 0.12
H -0.405 3.097 -1.066 0.10
S 3.680 -0.597 4.956 0.63
C 2.390 -0.387 4.040 -0.95
N 1.432 -0.170 3.384 -0.13
C 0.820 -3.762 -3.001 -0.03
O -0.243 -2.840 -2.764 -0.07
C -0.010 -1.528 -2.951 -0.22
C 1.200 -1.003 -3.399 0.00
C 1.328 0.354 -3.649 -0.06
C 0.256 1.213 -3.465 -0.07
C -0.943 0.701 -3.005 -0.02
C -1.079 -0.649 -2.720 -0.14
N -2.387 -1.105 -2.383 0.16
C -2.844 -2.091 -1.648 0.03
C -2.206 -2.940 -0.721 -0.16
C -2.739 -4.251 -0.624 -0.02
C -2.103 -5.225 0.093 -0.07
C -0.906 -4.897 0.756 -0.04
C -0.410 -3.617 0.759 -0.03
C -1.076 -2.574 0.071 -0.38
O -0.771 -1.317 0.205 -0.21
H 0.414 -4.741 -2.767 0.10
H 1.672 -3.557 -2.348 0.09
H 1.136 -3.733 -4.044 0.10
H 2.039 -1.660 -3.580 0.12
H 2.273 0.734 -4.015 0.11
H 0.348 2.267 -3.686 0.11
H -1.799 1.350 -2.867 0.11
H -3.105 -0.613 -2.899 0.17
H -3.892 -2.298 -1.844 0.15
H -3.640 -4.484 -1.179 0.12
H -2.496 -6.230 0.134 0.11
H -0.373 -5.666 1.300 0.12
H 0.486 -3.376 1.319 0.09
```

Energy relative to the best compared isomer or geometry (same formula, charge and spin) (eV): 1.658
Total energy (eV): -99863.628
Max |F| (hartree/bohr): 0.0147
E_LUMO (eV): -3.75
Net charge: +1
Kohn-Sham gap (Ha): 0.2446
HOMO (eV): -10.4027